1.
C3H13NO3 | the ωB97M-V functional and the def2-TZVPD basis

Structure (XYZ):
```
20
Properties=species:S:1:pos:R:3:forces:R:3:mulliken_charge:R:1
C -3.09419 1.03393 0.34245 -2.8925 0.8814 0.1952 -1.027
C -1.81647 1.81850 0.38712 2.7364 -1.6611 0.0573 -0.119
C -0.59762 1.20293 0.17018 -0.2630 0.5963 2.6519 -0.148
N 0.61593 1.99630 0.15093 0.6334 1.7535 1.8694 -0.505
H -3.11784 0.18320 -0.34332 0.4906 0.4276 -0.3680 0.297
H -3.64636 0.55536 1.21227 1.3542 0.9314 -0.0263 0.258
H -3.89208 1.79412 0.00310 0.9691 -1.2827 0.1007 0.266
H -1.75467 2.89010 0.62818 -0.6168 -0.3468 -0.6580 0.366
H -0.50350 0.12259 0.58119 -0.1644 1.3328 -1.9418 0.219
H 1.51555 1.75611 -0.27940 -1.1140 -0.6473 0.2657 0.224
H 0.85125 2.68016 0.97524 -1.1413 -1.9434 -2.1464 0.193
O 3.95945 0.81244 0.55678 -0.7071 -3.3576 1.1000 -0.656
H 3.71176 0.45445 1.48227 0.5894 1.1611 -2.0349 0.332
H 3.97716 -0.07390 0.04946 0.1136 2.2054 0.9021 0.319
O 0.44989 -3.83156 -2.00777 -1.6394 -1.7356 -2.8696 -0.662
H -0.32410 -3.25336 -2.22287 0.8937 -0.5347 0.3883 0.322
H 0.30330 -4.58627 -2.73385 0.7196 2.3893 2.5152 0.322
O 0.81172 -1.83879 0.63706 -1.4274 -1.9408 -2.4728 -0.602
H 0.90221 -2.26434 -0.27932 -0.5998 0.5209 1.8804 0.331
H 1.64860 -1.45196 0.69030 2.0657 1.2503 0.5914 0.271
```
Forces are in eV/Å.

Results
Kohn-Sham gap: 8.1 eV
DFT total energy: -10951.849 eV
ΔE to the lowest compared entry with this formula, charge and spin: 282.0 kJ/mol
Spin multiplicity: 1
Structure (SMILES): C/C=C/N.O.O.O
LUMO: 0.256 eV

2.
C5H8O2 | the ωB97M-V functional and the def2-TZVPD basis

Structure (XYZ):
```
15
Properties=species:S:1:pos:R:3:forces:R:3:mulliken_charge:R:1
C -0.83914 1.17384 -1.81209 -0.0378 0.0241 -0.0673 -1.371
C -0.15025 0.64237 -0.56281 -0.3441 -0.0487 -0.0443 0.580
O 1.23091 0.88785 -0.69451 0.1681 -0.0170 0.1977 -0.526
C 1.06219 -0.19500 3.09841 -0.1208 -0.2844 -0.2857 -0.241
O 1.41731 -0.44909 1.85999 -0.0306 0.0078 0.2499 -0.199
C -0.43409 -0.80672 -0.38727 -0.0468 -0.4865 0.1382 -0.460
C -0.63449 -1.98477 -0.21284 0.0485 0.4785 -0.1164 -0.158
H -0.62084 2.24015 -1.91292 -0.0356 -0.1469 0.0248 0.344
H -1.92113 1.02930 -1.74756 0.1478 0.0188 -0.0070 0.374
H -0.46279 0.65103 -2.69540 -0.0375 0.0654 0.1187 0.341
H 1.64957 0.70416 0.16050 0.0075 0.0701 -0.2045 0.390
H 0.21375 -0.90132 3.32249 0.1408 0.1448 0.0008 0.109
H -0.55427 1.16545 0.31839 0.0710 -0.0897 -0.1254 0.217
H 0.88559 -1.12755 1.38605 0.0166 0.0637 0.1137 0.199
H -0.84232 -3.02970 -0.12044 0.0529 0.2000 0.0070 0.403
```
Forces are in eV/Å.

Results
Kohn-Sham gap: 9.5 eV
DFT total energy: -9404.441 eV
ΔE to the lowest compared entry with this formula, charge and spin: 520.1 kJ/mol
Spin multiplicity: 1
LUMO: 0.470 eV

3.
C6H13N2O | the ωB97M-V functional and the def2-TZVPD basis

Structure (XYZ):
```
22
Properties=species:S:1:pos:R:3:forces:R:3:mulliken_charge:R:1
C 2.86660 -0.08054 0.05880 0.1925 -0.0413 0.0618 -0.749
O 1.54987 -0.09135 -0.47684 -0.3296 -0.0847 -0.1393 -0.352
C 0.53759 0.27105 0.37942 0.0856 -0.1092 0.2026 -0.229
N 0.27123 1.72626 0.29625 0.2021 -0.0879 0.0921 -0.117
C -0.87634 1.95790 -0.29066 -0.1559 0.2174 -0.0026 -0.231
N -1.55439 0.87096 -0.51706 -0.1288 0.0536 -0.1559 -0.140
C -0.84027 -0.33128 -0.06102 0.1425 -0.4778 0.1238 1.291
C -0.71279 -1.32240 -1.21008 0.1694 0.1809 0.0722 -1.594
C -1.58811 -0.93700 1.12325 0.1314 0.1547 -0.0776 -1.675
H 3.50082 -0.49694 -0.71936 0.0458 0.0492 0.0894 0.266
H 2.92885 -0.70425 0.95412 -0.0165 0.0144 -0.0172 0.346
H 3.20152 0.93264 0.29411 0.0049 0.0123 -0.0159 0.292
H 0.77631 0.01683 1.42293 -0.0453 -0.0132 -0.2183 0.511
H 0.98180 2.42064 0.46911 -0.1501 0.0844 -0.0143 0.254
H -1.22712 2.94796 -0.54065 -0.0295 0.0519 -0.0438 0.445
H -2.45880 0.81920 -0.96062 0.0387 0.2089 -0.0143 0.247
H -1.69724 -1.66001 -1.52128 -0.1402 -0.0366 -0.0016 0.444
H -0.13778 -2.18510 -0.88919 0.0171 -0.0952 0.0201 0.355
H -0.19993 -0.87074 -2.05388 0.0098 -0.0152 -0.0843 0.395
H -2.57798 -1.26370 0.81593 -0.1021 -0.0344 -0.0228 0.422
H -1.69435 -0.21673 1.93113 -0.0166 0.0622 0.1077 0.409
H -1.04952 -1.80340 1.49558 0.0751 -0.0943 0.0385 0.411
```
Forces are in eV/Å.

Results
Kohn-Sham gap: 11.4 eV
DFT total energy: -11454.487 eV
ΔE to the lowest compared entry with this formula, charge and spin: 21.9 kJ/mol
Spin multiplicity: 1
Structure (SMILES): CO[C@H]1[NH+]=CNC1(C)C
Net charge: +1
LUMO: -3.123 eV

What is the LUMO in the second record?
0.470 eV